Record 1
12
Properties=species:S:1:pos:R:3:forces:R:3:lowdin_charge:R:1 method="wB97M-V/def2-TZVPD" orbital_gap_ha="0.261 / 0.243" total_charge=0
C -0.760155 0.320268 -1.418033 1.61 -1.36 -2.08 -0.513
C -0.547387 0.097905 -2.658709 -0.25 -0.41 0.43 0.057
C -0.816678 1.004152 -0.234444 -2.06 0.36 0.73 -0.091
C -0.436624 0.382887 0.897828 -0.54 0.32 3.89 -0.382
C -0.016019 -1.084493 0.925951 0.28 0.65 -2.43 -0.290
C 1.048621 -0.101438 0.868686 1.44 -0.99 1.75 -0.163
P -0.413068 -1.650798 -0.918448 0.94 -0.02 0.64 0.953
H -1.555852 1.757077 -0.154318 -0.23 1.40 -0.05 0.122
H -0.665980 0.748553 1.917865 -0.06 0.47 -1.05 0.143
H 1.706213 -0.004739 -0.002819 -0.23 0.27 0.33 0.101
H 1.438782 0.305887 1.864242 -0.28 -0.61 -1.59 0.134
H 1.018148 -1.775262 -1.087800 -0.62 -0.09 -0.57 -0.069

---

Record 2
12
Properties=species:S:1:pos:R:3:forces:R:3:lowdin_charge:R:1 method="wB97M-V/def2-TZVPD" smiles="C#C[P@H]1=C=CC=C1" orbital_gap_ha="0.291 / 0.290" total_charge=0
C -3.316640 0.226215 -0.191599 0.30 -0.38 0.16 0.039
C -2.264697 -0.316233 0.012032 1.48 -0.37 -0.37 -0.312
C 1.647743 0.605657 -0.273846 -0.75 0.53 -0.02 -0.200
C 2.154433 -0.740626 -0.148607 -0.39 -0.08 -0.16 -0.322
C 0.324463 0.766363 -0.105004 0.10 0.30 -0.21 -0.296
C 1.368245 -1.780234 0.106033 0.52 -1.67 -0.16 -0.120
P -0.496172 -0.806668 0.176532 -0.91 1.51 0.35 0.927
H -4.256392 0.681596 -0.323095 -0.44 0.18 -0.09 0.017
H 2.339728 1.420022 -0.432990 -0.07 0.17 0.00 0.100
H 3.219617 -0.919742 -0.201916 0.14 -0.22 0.18 0.091
H -0.210636 1.696193 -0.185984 0.01 0.16 0.01 0.065
H -0.509696 -0.832543 1.568444 0.01 -0.15 0.30 0.011

---

Record 3
12
Properties=species:S:1:pos:R:3:forces:R:3:lowdin_charge:R:1 method="wB97M-V/def2-TZVPD" smiles=C#CCCC#C orbital_gap_ha=0.398 total_charge=0
C 3.019741 0.116599 0.378201 -0.47 -0.02 0.04 0.105
C 1.835614 -0.008076 0.557967 0.45 0.14 -0.17 -0.157
C 0.387628 -0.152874 0.744736 -0.08 0.15 -0.16 -0.198
C -0.386606 -0.159208 -0.608129 0.05 0.24 -0.26 -0.212
C -1.829922 -0.096209 -0.494072 -0.58 -0.04 0.20 -0.168
C -2.943651 0.369412 -0.530545 0.09 -1.22 0.32 0.101
H 4.066581 0.248002 0.212057 -0.19 -0.06 0.06 0.023
H 0.021834 0.641177 1.405519 0.02 0.00 -0.24 0.119
H 0.212131 -1.088946 1.305107 -0.13 0.25 -0.46 0.124
H -0.419804 0.733502 -1.251555 1.73 0.38 0.52 0.128
H 0.031817 -0.922773 -1.268492 -0.44 -0.28 0.22 0.120
H -3.995359 0.319390 -0.450793 -0.44 0.46 -0.05 0.016

---

Record 4
12
Properties=species:S:1:pos:R:3:forces:R:3:lowdin_charge:R:1 method="wB97M-V/def2-TZVPD" orbital_gap_ha="0.362 / 0.223" total_charge=0
C 1.332844 1.644968 -0.884544 -3.71 -2.11 4.66 -0.147
C 2.285854 1.949215 -1.542101 3.96 1.62 -2.98 0.119
C 1.056569 -0.529486 0.621642 1.91 2.50 2.26 -0.066
C 0.288107 0.474392 1.352283 0.70 -0.33 -2.07 0.075
C 0.518986 0.745396 -0.075452 -0.75 -0.70 -1.64 -0.445
C -0.599285 0.189783 -0.994046 -0.93 2.19 0.02 -0.049
H 2.100360 -0.701168 0.934512 -0.56 0.06 -0.44 0.133
H 0.435417 -1.305673 0.433340 -1.09 -2.87 -1.21 0.067
H 0.270521 0.807704 2.326498 0.15 1.25 1.59 0.071
H -1.337805 -0.354832 -0.435201 -0.98 0.61 0.55 0.078
H -0.252276 -0.603609 -1.558364 1.42 -1.18 -1.71 0.055
H -0.965461 1.003419 -1.684559 -0.14 -1.05 0.96 0.108

---

Record 5
12
Properties=species:S:1:pos:R:3:forces:R:3:lowdin_charge:R:1 method="wB97M-V/def2-TZVPD" orbital_gap_ha="0.247 / 0.239" total_charge=0
C -0.556297 0.345601 3.624592 0.74 -0.52 -0.45 0.156
C 0.003490 0.184553 2.525174 -0.68 0.24 -0.24 -0.181
C 0.740214 -1.513610 -0.890746 -1.38 3.65 4.22 0.052
C 0.491434 0.128488 1.319526 0.81 -2.55 -1.97 0.054
C 0.414565 -0.424285 -0.055874 -0.38 0.77 -1.22 -0.310
C -0.167198 0.808176 -0.824004 -0.04 -0.33 0.51 -0.095
H -0.675838 0.332317 4.668173 -0.35 0.30 0.58 0.021
H 0.379832 -1.476941 -1.863227 -0.24 0.23 -1.67 0.024
H 0.832492 -2.421170 -0.429226 1.06 -2.35 0.85 0.015
H 0.438036 1.643655 -0.406982 -0.52 0.00 -1.13 0.073
H -1.244623 0.990495 -0.482780 1.38 -0.33 -0.82 0.102
H -0.038036 0.578800 -1.927830 -0.40 0.89 1.34 0.089

---

Record 6
12
Properties=species:S:1:pos:R:3:forces:R:3:lowdin_charge:R:1 method="wB97M-V/def2-TZVPD" smiles=C#CCCC#C orbital_gap_ha=0.402 total_charge=0
C -0.830720 2.552399 -1.255709 0.19 -0.33 0.26 0.106
C -0.317788 1.753363 -0.515285 -0.21 0.28 -0.35 -0.154
C 0.292693 0.745976 0.356970 -0.02 -0.07 0.01 -0.208
C 0.388509 -0.637797 -0.332789 -0.10 -0.07 -0.12 -0.215
C 0.499995 -1.752849 0.606433 -0.18 -0.41 0.44 -0.153
C 0.131392 -2.659218 1.307753 -0.04 0.34 -0.42 0.093
H -1.292675 3.253345 -1.915602 0.10 -0.10 0.14 0.023
H -0.280157 0.666767 1.288622 0.00 -0.05 -0.23 0.119
H 1.293872 1.089940 0.652396 -0.17 -0.18 -0.11 0.121
H -0.542918 -0.982207 -0.794009 -0.18 0.95 -0.29 0.124
H 1.112234 -0.602610 -1.151129 0.19 -0.16 0.33 0.117
H -0.454437 -3.427110 1.752349 0.44 -0.19 0.35 0.026

---

Record 7
12
Properties=species:S:1:pos:R:3:forces:R:3:lowdin_charge:R:1 method="wB97M-V/def2-TZVPD" smiles="C=C=C1CC1=C" orbital_gap_ha=0.366 total_charge=0
C 1.492145 -0.117542 0.109095 2.94 -0.06 0.31 -0.108
C 2.738087 -0.439865 -0.044951 0.62 -0.78 0.35 0.010
C -2.178209 -0.979104 0.078016 1.45 0.09 -0.20 0.027
C -0.754255 1.341798 -0.022278 0.21 1.19 -0.64 -0.084
C -1.127394 -0.121903 -0.034388 0.57 0.50 0.90 -0.192
C 0.354993 0.356281 0.257673 -6.53 -0.79 -0.26 -0.159
H 3.088096 -0.427316 -1.066450 0.46 -0.17 -0.01 0.056
H 3.373789 -0.811135 0.783267 -0.43 0.40 -0.72 0.071
H -2.087632 -2.096936 0.248248 0.21 1.63 -0.16 0.069
H -3.210722 -0.618600 -0.042463 0.60 -0.01 -0.04 0.051
H -0.446797 1.864948 -1.008945 -1.18 -0.79 1.51 0.133
H -1.242102 2.049377 0.743181 1.07 -1.22 -1.05 0.126

---

Record 8
12
Properties=species:S:1:pos:R:3:forces:R:3:lowdin_charge:R:1 method="wB97M-V/def2-TZVPD" orbital_gap_ha="0.270 / 0.270" total_charge=0
C -1.212601 -1.341556 -0.630164 0.17 -0.22 0.04 -0.071
C -0.541041 -0.478062 0.357236 -0.14 -0.11 -0.13 -0.051
C 0.761881 -0.035206 0.290067 -0.06 0.10 -0.30 -0.419
C 1.795339 -0.858157 -0.248439 -0.39 0.42 -0.20 0.140
C 0.795826 1.367781 0.620506 0.23 0.74 0.18 -0.132
C 0.600229 2.557715 0.645674 0.29 -0.31 0.17 0.120
H -0.517574 -1.644581 -1.412384 -0.08 -0.17 0.15 0.074
H -1.722172 -2.193773 -0.178081 -0.01 -0.03 -0.03 0.088
H -1.999110 -0.703503 -1.071020 0.17 -0.18 0.10 0.103
H -1.182972 0.012851 1.093387 0.02 -0.01 -0.23 0.122
H 2.749505 -0.296330 -0.154007 -0.23 -0.21 0.18 0.001
H 0.472688 3.612825 0.687228 0.04 -0.02 0.05 0.024

---

Record 9
12
Properties=species:S:1:pos:R:3:forces:R:3:lowdin_charge:R:1 method="wB97M-V/def2-TZVPD" orbital_gap_ha=0.321 total_charge=0
C 1.363997 -0.859731 -0.328280 0.07 -0.33 -0.05 0.000
C 1.120246 0.488378 -0.238331 -1.12 -1.55 1.60 -0.222
C 1.339631 1.781954 -0.213566 -0.16 0.41 -0.28 0.013
C -1.073035 -0.774803 -0.327921 0.00 -0.11 -0.04 -0.074
C 0.150343 -1.642827 -0.328326 -0.28 0.52 -0.28 -0.199
C -0.030685 -0.539467 0.719412 1.30 1.38 -1.50 -0.095
H 0.987917 2.418473 0.579654 -0.14 -0.01 0.12 0.055
H 1.851332 2.255464 -1.035813 0.12 0.01 -0.12 0.054
H -1.188386 -0.011922 -1.087685 0.04 0.05 -0.03 0.108
H -2.001509 -1.238396 -0.011938 0.08 -0.06 0.08 0.107
H 0.137434 -2.706687 -0.170269 0.03 -0.03 0.24 0.123
H -0.027680 -0.587150 1.786223 0.07 -0.26 0.25 0.130

---

Record 10
12
Properties=species:S:1:pos:R:3:forces:R:3:lowdin_charge:R:1 method="wB97M-V/def2-TZVPD" smiles=C#CC(C)C#C orbital_gap_ha=0.377 total_charge=0
C 1.698791 -0.300975 -0.319043 -0.28 -0.04 -0.20 -0.044
C 0.219053 -0.522948 0.168576 -0.78 0.03 -0.25 -0.324
C -0.161343 0.652890 0.932227 0.77 1.02 1.15 -0.169
C -0.409164 1.815337 1.125664 -0.35 -0.43 -0.24 0.110
C -1.129082 -0.493213 -0.542044 0.34 -1.33 -1.20 -0.117
C -2.294856 -0.664590 -0.814099 0.78 -0.10 -0.14 0.112
H 1.915615 0.762799 -0.458137 -0.25 -0.24 -0.16 0.075
H 2.353839 -0.633562 0.504554 -0.42 0.07 -0.23 0.084
H 2.007016 -0.855020 -1.208734 -0.36 -0.02 0.05 0.072
H 0.173218 -1.508318 0.638309 0.13 0.32 0.56 0.135
H -0.952673 2.709787 0.950909 0.14 0.42 0.55 0.037
H -3.297186 -0.911957 -1.103830 0.28 0.31 0.10 0.030